No. 1
DFT (wB97M-V/def2-TZVPD) results for 2 unconnected molecules or ions with the total composition CH2BrNO3 at a distorted geometry.

Strongest force on any atom in hartree/bohr: 0.0410
HOMO energy in eV: -9.9

```
8
Properties=species:S:1:pos:R:3:nbo_charge:R:1
C -1.167 -0.601 0.556 -0.128
N 1.416 0.541 -0.610 0.709
O 1.738 -0.622 -0.589 -0.444
O 2.104 1.391 -1.142 -0.399
O 0.305 0.982 -0.044 -0.459
Br -2.674 0.288 1.022 0.266
H -1.012 -0.714 -0.465 0.226
H -0.709 -1.266 1.271 0.230
```

No. 2
DFT (wB97M-V/def2-TZVPD) results for 2 unconnected molecules or ions with the total composition CH2Cl2FN at a distorted geometry.

Strongest force on any atom in hartree/bohr: 0.0609
HOMO energy (alpha / beta) in eV: -7.9 / -10.7

```
7
Properties=species:S:1:pos:R:3:nbo_charge:R:1
C 1.086 0.196 -0.205 0.242
N -1.340 -0.058 0.411 -0.695
F 0.794 0.124 -1.507 -0.315
Cl 1.340 1.717 0.439 0.090
Cl 1.837 -1.141 0.466 0.073
H -1.985 0.006 -0.464 0.306
H -1.732 -0.845 0.860 0.299
```

No. 3
DFT (wB97M-V/def2-TZVPD) results for 2 unconnected molecules or ions with the total composition CH2Cl2O3 at a distorted geometry.

Strongest force on any atom in hartree/bohr: 0.0955
HOMO energy in eV: -11.4
SMILES: O=C(Cl)OCl.O

```
8
Properties=species:S:1:pos:R:3:nbo_charge:R:1
C 0.960 -0.429 0.453 0.709
O 1.110 -0.093 1.557 -0.521
O -1.542 0.302 -0.122 -0.932
O 1.108 0.337 -0.578 -0.489
Cl 0.429 -1.920 -0.105 0.015
Cl 1.307 1.992 -0.180 0.285
H -1.680 -0.668 -0.041 0.470
H -1.691 0.480 -0.984 0.463
```

No. 4
DFT (wB97M-V/def2-TZVPD) results for 2 unconnected molecules or ions with the total composition CH2Cl2O3S at a distorted geometry.

Strongest force on any atom in hartree/bohr: 0.1486
HOMO energy (alpha / beta) in eV: -5.8 / -11.3
Multiplicity: 3

```
9
Properties=species:S:1:pos:R:3:nbo_charge:R:1
C -0.025 -0.833 0.208 -0.579
O 1.356 1.692 -2.032 -0.839
O 0.499 -0.179 -3.259 -0.850
O -2.099 0.129 -0.985 -0.598
S 0.322 1.177 -2.896 1.656
Cl 0.176 -1.659 1.757 -0.010
Cl -1.572 -1.185 -0.555 0.727
H 0.073 0.297 0.542 0.230
H 0.798 -1.077 -0.559 0.262
```

In Eh, the electronic energy values for the records above are, in order, -2893.553873; -1114.160161; -1185.337286; -1583.296819.
In kJ/mol, the ΔE to the lowest compared entry with this formula, charge and spin values for the records above are, in order, 350.9; 362.2; 78.0; 12.9.